No. 1
C4H6O2 | ωB97M-V/def2-TZVPD

Geometry (Å):
1 C 1.45 0.16 0.90
2 C -0.19 -0.66 -1.79
3 C -0.72 -0.23 -0.71
4 C -1.70 0.29 0.23
5 O 2.23 -0.37 0.15
6 O 1.85 0.70 2.11
7 H -0.77 -0.89 -2.68
8 H 0.88 -0.81 -1.86
9 H -2.70 0.32 -0.21
10 H -1.42 1.30 0.52
11 H -1.73 -0.32 1.13
12 H 2.81 0.52 2.21

Results
Orbital gap (spin up / spin down)   6.74 / 9.26 eV
HOMO (spin up / spin down)   -7.672 / -8.920 eV

---

No. 2
C34H55ClF5N3O21P3S | ωB97M-V/def2-TZVPD

Geometry (Å):
1 C 3.99 -0.80 3.93
2 C 3.71 -1.16 2.68
3 C 3.37 -1.65 1.16
4 N 2.30 -0.77 0.47
5 P 1.14 -0.96 1.87
6 P -0.97 -0.71 1.38
7 O -1.48 0.77 1.48
8 O -1.60 -1.60 0.09
9 O -1.75 -1.44 2.77
10 C 1.76 -1.54 -0.71
11 P 1.42 -3.38 -0.65
12 N 0.69 -3.87 -2.01
13 O 0.34 -3.89 0.62
14 O 2.81 -4.39 -0.49
15 C 2.50 -1.25 -2.13
16 C 3.85 -2.08 -2.41
17 C 3.55 -3.26 -3.51
18 N 3.44 -2.91 -4.80
19 O 2.62 0.15 -2.45
20 C 2.22 1.05 -1.40
21 F 2.76 2.32 -1.93
22 C 0.63 1.47 -1.42
23 C 0.29 3.01 -1.68
24 C 0.17 3.42 -3.27
25 C -1.18 2.82 -3.92
26 O -2.27 3.71 -3.56
27 C -3.40 2.96 -3.00
28 C 2.79 0.64 0.11
29 C 2.22 1.85 1.00
30 C 3.02 2.27 2.33
31 C 2.05 2.60 3.62
32 C 0.86 3.63 3.27
33 S -0.17 3.77 4.86
34 O 0.73 3.78 6.09
35 O -1.15 4.92 4.82
36 Cl -1.31 2.01 5.01
37 C 4.39 0.75 0.04
38 C 5.22 1.96 -0.53
39 C 4.97 3.46 -0.11
40 C 6.80 1.65 -0.18
41 H 3.97 -0.34 5.00
42 H 2.93 -2.69 1.45
43 H 4.28 -1.89 0.53
44 H 1.29 0.14 2.82
45 H -2.49 -2.00 0.28
46 H -2.68 -1.08 2.81
47 H 0.67 -1.13 -0.90
48 H -0.21 -4.33 -1.76
49 H 0.50 -4.86 0.73
50 H 2.45 -5.28 -0.19
51 H 1.74 -1.67 -2.93
52 H 4.34 -2.58 -1.50
53 H 4.60 -1.36 -2.95
54 H 3.46 -4.37 -3.23
55 H 3.57 -1.88 -4.91
56 H 0.19 0.88 -2.33
57 H 0.04 1.12 -0.50
58 H -0.81 3.16 -1.30
59 H 0.90 3.79 -1.08
60 H 0.36 4.53 -3.47
61 H 1.06 2.85 -3.78
62 H -1.03 2.74 -5.08
63 H -1.36 1.73 -3.56
64 H -3.52 1.90 -3.44
65 H -3.32 2.97 -1.84
66 H -4.36 3.57 -3.28
67 H 1.10 1.75 1.31
68 H 2.18 2.86 0.40
69 H 3.52 3.32 2.18
70 H 3.90 1.59 2.63
71 H 2.76 3.19 4.35
72 H 1.74 1.67 4.21
73 H 1.24 4.72 3.07
74 H 0.13 3.28 2.45
75 H 4.94 0.55 1.06
76 H 4.73 -0.15 -0.64
77 H 5.21 1.90 -1.70
78 H 3.92 3.91 -0.32
79 H 5.71 4.13 -0.72
80 H 5.31 3.60 1.00
81 H 6.94 1.40 0.94
82 H 7.44 2.58 -0.48
83 H 7.11 0.72 -0.79
84 C -6.97 -1.35 -0.56
85 C -6.64 -2.80 -0.65
86 O -5.38 -2.90 -0.02
87 C -5.37 -1.89 0.90
88 O -4.59 -1.82 1.81
89 O -6.36 -0.98 0.67
90 F -6.50 -3.19 -1.94
91 H -6.53 -0.76 -1.37
92 H -8.05 -1.17 -0.53
93 H -7.36 -3.46 -0.15
94 C 2.22 -9.64 -0.98
95 C 3.44 -8.79 -1.09
96 O 2.93 -7.48 -1.01
97 C 1.80 -7.58 -0.25
98 O 1.25 -6.64 0.26
99 O 1.39 -8.87 -0.13
100 F 4.02 -8.95 -2.30
101 H 1.71 -9.80 -1.94
102 H 2.43 -10.62 -0.53
103 H 4.18 -8.95 -0.30
104 C -3.83 5.89 6.82
105 C -3.04 7.10 7.20
106 O -3.82 7.68 8.23
107 C -4.47 6.64 8.82
108 O -5.00 6.69 9.89
109 O -4.42 5.51 8.05
110 F -2.97 7.98 6.17
111 H -4.61 6.11 6.08
112 H -3.19 5.09 6.43
113 H -2.04 6.89 7.58
114 C -7.68 -1.84 -6.07
115 C -6.38 -1.19 -6.42
116 O -6.27 -0.15 -5.47
117 C -6.95 -0.59 -4.37
118 O -6.85 -0.10 -3.27
119 O -7.74 -1.66 -4.66
120 F -6.42 -0.64 -7.65
121 H -8.54 -1.34 -6.54
122 H -7.70 -2.90 -6.33
123 H -5.51 -1.85 -6.34

Results
Orbital gap   7.70 eV
HOMO   -11.408 eV
Total charge   +1

---

No. 3
C5H8N2O3 | ωB97M-V/def2-TZVPD

Geometry (Å):
1 C -2.45 -0.50 -0.46
2 O -1.93 0.66 0.17
3 N -0.95 0.31 1.16
4 N 0.43 0.20 0.50
5 C 1.19 1.20 -0.01
6 O 0.79 2.50 0.13
7 C 2.42 0.68 -0.35
8 C 2.29 -0.75 -0.21
9 C 1.11 -1.04 0.32
10 O 0.51 -2.20 0.45
11 H -2.10 -1.53 -0.31
12 H -2.35 -0.35 -1.54
13 H -3.58 -0.49 -0.27
14 H -0.91 1.29 1.68
15 H -0.12 2.65 -0.02
16 H 3.17 0.96 -1.07
17 H 2.95 -1.41 -0.75
18 H -0.47 -2.18 0.57

Results
Orbital gap   7.90 eV
HOMO   -7.411 eV
SMILES   CONn1c(O)ccc1O

---

No. 4
C9H24CdIO3 | ωB97M-V/def2-TZVPD

Geometry (Å):
1 Cd 2.91 3.43 -0.33
2 I 0.52 1.98 0.33
3 C 0.44 -0.83 -2.55
4 C -1.02 -1.17 -2.45
5 C -1.25 -2.65 -2.11
6 O -1.55 -0.28 -1.45
7 H 0.91 -1.45 -3.30
8 H 0.82 -0.90 -1.53
9 H 0.65 0.20 -2.85
10 H -1.54 -0.97 -3.39
11 H -2.28 -2.80 -1.78
12 H -0.53 -2.97 -1.36
13 H -1.05 -3.33 -2.93
14 H -0.80 0.18 -1.08
15 C -2.51 2.37 2.79
16 C -3.50 2.67 1.62
17 C -3.29 4.04 1.04
18 O -3.12 1.81 0.58
19 H -1.47 2.70 2.76
20 H -2.42 1.30 2.92
21 H -2.94 2.60 3.77
22 H -4.54 2.58 1.94
23 H -3.35 4.86 1.77
24 H -4.06 4.14 0.28
25 H -2.28 4.11 0.63
26 H -2.17 1.92 0.69
27 C 4.56 -2.32 0.11
28 C 3.10 -1.93 0.07
29 C 2.35 -2.10 1.39
30 O 3.06 -0.61 -0.40
31 H 4.78 -3.39 0.17
32 H 5.05 -1.78 0.92
33 H 5.09 -2.05 -0.80
34 H 2.63 -2.59 -0.66
35 H 2.99 -2.33 2.24
36 H 1.79 -3.03 1.33
37 H 1.64 -1.29 1.56
38 H 2.38 -0.10 0.05

Results
Orbital gap   3.73 eV
HOMO   -12.355 eV
Total charge   +1

---

No. 5
C17H39OP3SSn | ωB97M-V/def2-TZVPD

Geometry (Å):
1 Sn 0.32 -1.80 0.38
2 P 1.92 -0.74 2.28
3 P 1.81 0.34 -1.39
4 P -1.91 -1.86 1.85
5 H 0.28 -1.83 -4.35
6 C -0.79 -2.07 -4.26
7 C -1.73 -1.14 -4.14
8 H -1.53 -0.07 -4.26
9 C 3.16 -2.05 2.50
10 C 2.91 0.79 2.23
11 C 1.09 -0.60 3.90
12 C 1.34 0.69 -3.14
13 C 1.88 2.10 -0.85
14 C 3.60 0.02 -1.63
15 C -3.44 -2.07 0.88
16 C -2.43 -0.52 2.98
17 C -1.89 -3.36 2.89
18 H -1.02 -3.14 -4.13
19 H -2.73 -1.42 -3.80
20 H 3.75 -1.88 3.41
21 H 3.84 -2.09 1.64
22 H 2.67 -3.03 2.57
23 H 3.50 0.90 3.15
24 H 2.24 1.67 2.17
25 H 3.59 0.80 1.37
26 H 1.82 -0.37 4.68
27 H 0.57 -1.54 4.15
28 H 0.35 0.21 3.88
29 H 2.23 0.71 -3.78
30 H 0.86 1.68 -3.17
31 H 0.62 -0.05 -3.52
32 H 2.61 2.64 -1.46
33 H 2.14 2.21 0.20
34 H 0.88 2.55 -1.02
35 H 4.01 0.75 -2.33
36 H 3.73 -0.99 -2.04
37 H 4.14 0.07 -0.67
38 H -3.97 -2.95 1.28
39 H -3.21 -2.24 -0.18
40 H -4.09 -1.19 0.99
41 H -3.25 -0.87 3.62
42 H -2.79 0.34 2.39
43 H -1.59 -0.20 3.61
44 H -2.91 -3.74 2.99
45 H -1.46 -3.17 3.89
46 H -1.27 -4.11 2.37
47 C -1.29 -5.82 -1.63
48 C -0.90 -7.02 -1.00
49 C -1.49 -8.24 -1.37
50 C -2.44 -8.28 -2.40
51 C -2.73 -7.11 -3.12
52 C -2.14 -5.89 -2.76
53 S -0.92 -4.24 -0.88
54 H 0.23 -3.74 -1.52
55 H -0.12 -6.93 -0.25
56 H -1.20 -9.16 -0.87
57 H -2.91 -9.24 -2.64
58 H -3.41 -7.17 -3.97
59 H -2.32 -4.98 -3.32
60 O -0.89 0.72 0.39
61 H -0.80 1.37 1.10
62 H -1.57 1.08 -0.22

Results
Orbital gap (spin up / spin down)   4.45 / 4.64 eV
HOMO (spin up / spin down)   -19.811 / -19.811 eV
Total charge   +4

---

No. 6
C27H38F2N2O3PSSi | ωB97M-V/def2-TZVPD

Geometry (Å):
1 C 3.40 0.47 1.74
2 C 4.21 0.16 0.47
3 O 3.77 -1.02 -0.18
4 C 4.31 1.34 -0.54
5 N 3.33 1.36 -1.61
6 C 1.95 1.40 -1.18
7 C 1.12 2.09 -2.27
8 O -0.22 1.52 -2.28
9 C -1.23 2.17 -1.74
10 N -1.49 3.44 -2.02
11 C -2.57 4.12 -1.50
12 C -2.76 5.57 -1.87
13 C -3.89 5.79 -2.91
14 O -3.41 6.25 -4.16
15 C -3.43 3.47 -0.69
16 C -3.23 2.11 -0.34
17 C -4.06 1.35 0.53
18 P -5.58 1.99 1.31
19 S -5.52 1.98 3.24
20 C -3.71 0.06 0.84
21 C -2.56 -0.55 0.35
22 C -2.16 -1.93 0.81
23 F -1.27 -1.73 1.84
24 F -3.23 -2.55 1.36
25 C -1.50 -2.83 -0.22
26 C 0.00 -2.54 -0.47
27 Si 1.26 -3.86 0.08
28 C 2.79 -3.59 -0.99
29 C 0.62 -5.60 -0.21
30 C 1.75 -3.54 1.87
31 C 3.01 -3.04 2.19
32 C 3.34 -2.82 3.52
33 C 2.44 -3.08 4.53
34 C 1.18 -3.58 4.22
35 C 0.85 -3.81 2.90
36 C -1.78 0.14 -0.53
37 C -2.10 1.47 -0.87
38 H 3.04 1.50 1.72
39 H 4.03 0.39 2.62
40 H 2.56 -0.20 1.85
41 H 5.22 -0.05 0.80
42 H 2.84 -1.18 0.03
43 H 4.22 2.28 0.00
44 H 5.30 1.32 -0.98
45 H 3.50 0.58 -2.24
46 H 1.91 2.01 -0.28
47 H 1.53 0.41 -1.02
48 H 1.13 3.17 -2.12
49 H 1.57 1.87 -3.23
50 H -0.87 3.94 -2.64
51 H -2.97 6.07 -0.93
52 H -1.81 5.98 -2.22
53 H -4.44 4.86 -3.03
54 H -4.56 6.54 -2.51
55 H -2.53 5.90 -4.32
56 H -4.27 4.00 -0.28
57 H -6.61 1.17 0.81
58 H -5.84 3.25 0.76
59 H -4.34 -0.49 1.53
60 H -2.07 -2.79 -1.14
61 H -1.62 -3.84 0.15
62 H 0.30 -1.58 -0.06
63 H 0.13 -2.44 -1.55
64 H 3.49 -4.40 -0.82
65 H 2.54 -3.51 -2.04
66 H 3.28 -2.66 -0.71
67 H -0.37 -5.79 0.21
68 H 1.34 -6.30 0.20
69 H 0.53 -5.75 -1.28
70 H 3.76 -2.82 1.45
71 H 4.32 -2.45 3.77
72 H 2.69 -2.92 5.56
73 H 0.46 -3.79 5.00
74 H -0.13 -4.18 2.63
75 H -0.89 -0.27 -0.95

Results
Orbital gap   6.84 eV
HOMO   -11.124 eV
SMILES   C[C@@H](O)CNCCOc1[nH+]c(CCO)cc2c([PH2]=S)cc(C(F)(F)CC[Si](C)(C)c3ccccc3)cc12
Total charge   +1